Entry 1:
This record from the Open Molecules 2025 dataset describes C21H19F6N8O4PdS2 as an isolated structure in a non-equilibrium geometry. The level of theory is ωB97M-V/def2-TZVPD.

Element x y z (Å)
1 Pd 0.503 -0.256 -0.488
2 S 0.553 2.426 -0.157
3 S 1.953 1.757 -2.282
4 F 0.950 4.942 0.527
5 F 2.230 3.490 -4.200
6 F 3.992 3.246 -2.959
7 F 3.418 1.681 -4.350
8 F -0.068 3.719 2.001
9 F -1.115 4.370 0.224
10 O 0.821 1.196 -2.977
11 O 1.115 1.434 0.809
12 O 2.798 0.764 -1.638
13 O -0.712 1.832 -0.630
14 N 0.197 -1.622 -1.811
15 N 1.828 -1.658 0.351
16 N 1.524 2.916 -1.253
17 N 1.098 -1.737 -2.819
18 N -0.770 -0.291 2.886
19 N -0.304 -1.081 2.084
20 N -2.568 0.042 1.388
21 N -3.990 1.855 1.643
22 C 3.232 -4.024 0.849
23 C -0.526 -3.129 -3.271
24 C 0.227 -2.260 2.073
25 C -3.601 0.763 0.994
26 C -3.136 3.844 4.570
27 C 3.746 -3.046 0.036
28 C 2.986 2.640 -3.548
29 C -1.521 2.051 4.360
30 C 2.005 -3.785 1.476
31 C 0.680 -2.630 -3.731
32 C -1.975 3.154 5.014
33 C -1.919 0.474 2.444
34 C -2.225 1.600 3.211
35 C -3.369 2.329 2.766
36 C 3.006 -1.874 -0.204
37 C 1.462 -2.919 -4.964
38 C -1.998 -2.608 -1.193
39 C -3.830 3.452 3.455
40 C 0.059 4.013 0.708
41 C -0.811 -2.468 -2.079
42 C 1.348 -2.592 1.234
43 H -4.164 0.479 0.114
44 H 2.382 -2.339 -5.005
45 H -4.712 3.984 3.122
46 H -1.137 -3.876 -3.749
47 H 3.769 -4.947 1.024
48 H -0.214 -2.987 2.752
49 H -1.815 -2.186 -0.207
50 H -2.853 -2.091 -1.631
51 H -1.454 3.520 5.889
52 H 4.699 -3.168 -0.459
53 H -2.274 -3.657 -1.090
54 H 1.711 -3.979 -5.008
55 H -3.482 4.701 5.135
56 H 1.854 -1.070 -2.897
57 H 0.863 -2.681 -5.842
58 H -4.794 2.366 1.283
59 H 3.379 -1.102 -0.863
60 H -0.645 1.517 4.698
61 H 1.595 -4.495 2.183

Properties
frontier orbital gap (spin up / spin down) = 5.172 / 5.171 eV
E = -3072.994849 Eh
total charge = +3
highest occupied orbital energy (spin up / spin down) = -17.41 / -17.41 eV

The natural (NBO) scheme yields these atomic charges, measured in e: number 1, Pd, carries 1.028; number 2, S, carries 2.125; number 3, S, carries 2.169; number 4, F, carries -0.248; number 5, F, carries -0.267; number 6, F, carries -0.270; number 7, F, carries -0.286; number 8, F, carries -0.307; number 9, F, carries -0.279; number 10, O, carries -0.922; number 11, O, carries -0.937; number 12, O, carries -0.987; number 13, O, carries -0.951; number 14, N, carries -0.301; number 15, N, carries -0.413; number 16, N, carries -1.121; number 17, N, carries -0.339; number 18, N, carries 0.055; number 19, N, carries -0.004; number 20, N, carries -0.431; number 21, N, carries -0.415; number 22, C, carries -0.120; number 23, C, carries -0.320; number 24, C, carries 0.179; number 25, C, carries 0.348; number 26, C, carries -0.056; number 27, C, carries -0.153; number 28, C, carries 0.794; number 29, C, carries -0.104; number 30, C, carries -0.105; number 31, C, carries 0.268; number 32, C, carries -0.162; number 33, C, carries 0.371; number 34, C, carries -0.095; number 35, C, carries 0.230; number 36, C, carries 0.104; number 37, C, carries -0.663; number 38, C, carries -0.660; number 39, C, carries -0.230; number 40, C, carries 0.804; number 41, C, carries 0.226; number 42, C, carries 0.062; number 43, H, carries 0.251; number 44, H, carries 0.239; number 45, H, carries 0.265; number 46, H, carries 0.269; number 47, H, carries 0.279; number 48, H, carries 0.289; number 49, H, carries 0.206; number 50, H, carries 0.256; number 51, H, carries 0.270; number 52, H, carries 0.277; number 53, H, carries 0.263; number 54, H, carries 0.265; number 55, H, carries 0.271; number 56, H, carries 0.449; number 57, H, carries 0.272; number 58, H, carries 0.468; number 59, H, carries 0.274; number 60, H, carries 0.253; number 61, H, carries 0.264


Entry 2:
This record from the Open Molecules 2025 dataset describes C21H19IN7O2Ru as an isolated structure in a non-equilibrium geometry. The level of theory is ωB97M-V/def2-TZVPD.

Element x y z (Å)
1 I 2.707 2.419 0.034
2 Ru 0.808 0.086 0.291
3 O -2.034 -2.437 -1.196
4 O 0.079 -2.103 -0.468
5 N 1.594 -0.540 2.083
6 N -0.862 -2.892 2.027
7 N -1.596 1.426 1.122
8 N -1.939 1.233 -2.884
9 N 2.446 -0.251 -1.185
10 N -0.574 0.759 1.551
11 N -0.696 0.902 -0.949
12 C 1.241 -0.519 4.483
13 C -4.942 3.252 -2.276
14 C -4.003 2.495 -2.954
15 C -1.364 -3.511 0.916
16 C 2.700 -1.292 -1.984
17 C -2.820 2.140 -0.846
18 C -4.822 3.466 -0.903
19 C 4.528 -0.153 -3.019
20 C -1.071 -2.509 -0.504
21 C -0.341 0.542 2.868
22 C 0.826 -0.162 3.171
23 C 2.695 -1.262 2.273
24 C 4.271 0.937 -2.195
25 C 3.224 0.830 -1.302
26 C 2.383 -1.255 4.655
27 C -3.779 2.906 -0.185
28 C 3.731 -1.285 -2.912
29 C -1.705 1.508 -0.189
30 C -2.936 1.955 -2.246
31 C -0.861 0.783 -2.238
32 C 3.126 -1.645 3.528
33 H 2.048 -2.150 -1.866
34 H 4.864 1.838 -2.248
35 H -5.768 3.686 -2.818
36 H 4.015 -2.239 3.633
37 H -5.545 4.086 -0.398
38 H 3.905 -2.146 -3.539
39 H -2.024 1.092 -3.884
40 H -0.810 -4.405 0.633
41 H 5.334 -0.110 -3.736
42 H 2.721 -1.532 5.640
43 H 3.246 -1.532 1.376
44 H -2.440 -3.659 0.950
45 H -3.675 3.060 0.876
46 H 0.139 -2.846 2.155
47 H -4.084 2.338 -4.020
48 H -1.048 0.887 3.610
49 H -0.093 0.282 -2.815
50 H 0.645 -0.205 5.323
51 H -1.450 -2.272 2.562

Properties
multiplicity = 6
frontier orbital gap (spin up / spin down) = 6.568 / 5.609 eV
E = -1737.415907 Eh
total charge = +2
highest occupied orbital energy (spin up / spin down) = -12.02 / -13.88 eV

The natural (NBO) scheme yields these atomic charges, measured in e: number 1, I, carries 0.307; number 2, Ru, carries 1.167; number 3, O, carries -0.481; number 4, O, carries -0.723; number 5, N, carries -0.533; number 6, N, carries -0.625; number 7, N, carries -0.244; number 8, N, carries -0.501; number 9, N, carries -0.564; number 10, N, carries -0.323; number 11, N, carries -0.579; number 12, C, carries -0.186; number 13, C, carries -0.145; number 14, C, carries -0.242; number 15, C, carries -0.252; number 16, C, carries 0.064; number 17, C, carries -0.134; number 18, C, carries -0.179; number 19, C, carries -0.106; number 20, C, carries 0.847; number 21, C, carries 0.051; number 22, C, carries 0.083; number 23, C, carries 0.085; number 24, C, carries -0.260; number 25, C, carries 0.109; number 26, C, carries -0.130; number 27, C, carries -0.140; number 28, C, carries -0.230; number 29, C, carries 0.337; number 30, C, carries 0.219; number 31, C, carries 0.371; number 32, C, carries -0.249; number 33, H, carries 0.240; number 34, H, carries 0.262; number 35, H, carries 0.246; number 36, H, carries 0.252; number 37, H, carries 0.244; number 38, H, carries 0.257; number 39, H, carries 0.443; number 40, H, carries 0.250; number 41, H, carries 0.256; number 42, H, carries 0.253; number 43, H, carries 0.220; number 44, H, carries 0.250; number 45, H, carries 0.246; number 46, H, carries 0.406; number 47, H, carries 0.234; number 48, H, carries 0.242; number 49, H, carries 0.224; number 50, H, carries 0.248; number 51, H, carries 0.410


Entry 3:
This record from the Open Molecules 2025 dataset describes C21H19IrN2O2S2 as an isolated structure in a non-equilibrium geometry. The level of theory is ωB97M-V/def2-TZVPD.

Element x y z (Å)
1 Ir 0.341 -0.198 -0.071
2 S 2.433 -0.580 -1.392
3 S 1.447 -1.799 1.534
4 O 1.391 1.601 0.816
5 O -0.940 -1.450 -0.949
6 N -2.386 0.832 0.118
7 N -1.136 1.163 0.103
8 C -0.785 2.436 0.467
9 C 0.563 2.710 0.791
10 C 2.760 1.796 1.110
11 C -6.372 -1.778 0.189
12 C -4.282 -2.757 -0.702
13 C -2.943 -2.649 -0.946
14 C 0.961 3.998 1.085
15 C 3.107 -1.962 -0.634
16 C -2.217 -1.461 -0.711
17 C 3.260 -3.771 1.077
18 C 4.276 -2.577 -1.341
19 C -6.395 0.503 0.922
20 C 0.026 5.028 1.100
21 C 2.661 -2.500 0.551
22 C -1.303 4.767 0.808
23 C -1.710 3.488 0.493
24 C -7.048 -0.718 0.736
25 C -5.079 0.643 0.562
26 C -2.943 -0.313 -0.219
27 C -5.017 -1.668 -0.172
28 C -4.355 -0.435 0.034
29 H 4.639 -1.919 -2.125
30 H -2.736 3.255 0.251
31 H 3.228 -4.540 0.308
32 H 0.350 6.030 1.339
33 H 2.704 -4.118 1.943
34 H 3.980 -3.524 -1.792
35 H -2.026 5.568 0.820
36 H 1.990 4.217 1.311
37 H 4.298 -3.632 1.377
38 H -4.788 -3.692 -0.893
39 H 3.248 2.377 0.322
40 H 5.086 -2.785 -0.644
41 H 2.887 2.283 2.081
42 H -6.868 -2.726 0.043
43 H -8.078 -0.829 1.042
44 H 3.204 0.803 1.148
45 H -4.565 1.580 0.706
46 H -6.927 1.330 1.367
47 H -2.385 -3.484 -1.342

Properties
multiplicity = 5
frontier orbital gap (spin up / spin down) = 5.821 / 5.490 eV
E = -1972.214694 Eh
ΔE to the lowest compared entry with this formula, charge and spin = 104.46 kJ/mol
total charge = 0
highest occupied orbital energy (spin up / spin down) = -5.86 / -7.50 eV

The natural (NBO) scheme yields these atomic charges, measured in e: number 1, Ir, carries 1.116; number 2, S, carries -0.032; number 3, S, carries -0.043; number 4, O, carries -0.534; number 5, O, carries -0.642; number 6, N, carries -0.240; number 7, N, carries -0.360; number 8, C, carries 0.071; number 9, C, carries 0.316; number 10, C, carries -0.251; number 11, C, carries -0.173; number 12, C, carries -0.168; number 13, C, carries -0.260; number 14, C, carries -0.287; number 15, C, carries -0.145; number 16, C, carries 0.297; number 17, C, carries -0.658; number 18, C, carries -0.661; number 19, C, carries -0.216; number 20, C, carries -0.233; number 21, C, carries -0.163; number 22, C, carries -0.206; number 23, C, carries -0.221; number 24, C, carries -0.223; number 25, C, carries -0.195; number 26, C, carries 0.037; number 27, C, carries -0.105; number 28, C, carries 0.031; number 29, H, carries 0.236; number 30, H, carries 0.236; number 31, H, carries 0.226; number 32, H, carries 0.215; number 33, H, carries 0.238; number 34, H, carries 0.232; number 35, H, carries 0.217; number 36, H, carries 0.219; number 37, H, carries 0.226; number 38, H, carries 0.208; number 39, H, carries 0.193; number 40, H, carries 0.222; number 41, H, carries 0.193; number 42, H, carries 0.206; number 43, H, carries 0.210; number 44, H, carries 0.218; number 45, H, carries 0.223; number 46, H, carries 0.210; number 47, H, carries 0.219